1.
Here is the ion C5H10NO with charge +1 from the OMol25 dataset. Energies are from ωB97M-V/def2-TZVPD.

Each line ends with the Löwdin charge.
CARTESIAN COORDINATES (ANGSTROEM)
N (-1.909, -1.114, 0.583)  0.1807
C (-1.660, 0.010, -0.366)  -0.0540
C (-0.560, 0.116, -1.147)  -0.0419
C (0.435, 1.216, -0.771)  -0.1784
C (1.685, 0.579, -0.130)  -0.1274
C (1.518, -0.517, 0.888)  -0.2047
O (0.547, -0.835, 1.531)  0.0304
H (-1.869, -2.112, 0.339)  0.1805
H (-2.740, -0.952, 1.149)  0.1668
H (-1.093, -1.146, 1.247)  0.1124
H (-2.134, 0.916, -0.008)  0.1258
H (-0.130, -0.355, -2.025)  0.1322
H (0.063, 2.052, -0.201)  0.1159
H (0.754, 1.761, -1.676)  0.1221
H (2.295, 1.382, 0.315)  0.1463
H (2.265, 0.018, -0.881)  0.1321
H (2.530, -1.020, 1.152)  0.1614

The calculation puts the calculated total energy at -326.1547 hartree. The calculation puts the HOMO energy at -13.53 eV. For the LUMO energy, the calculation gives -4.43 eV. The SMILES is [NH3+]/C=C/CCC=O. Its charge is +1.

2.
Here is a structure of composition C28H26IIrN5O6 from the OMol25 dataset. Energies are from ωB97M-V/def2-TZVPD.

Each line ends with the Löwdin charge.
CARTESIAN COORDINATES (ANGSTROEM)
Ir (1.161, 0.609, -0.142)  1.4372
N (1.985, 1.756, -1.775)  -0.0867
C (2.523, 3.129, -1.582)  -0.2055
C (1.578, 4.045, -0.813)  -0.0561
C (1.505, 3.665, 0.636)  -0.4471
O (2.000, 4.176, 1.582)  0.1999
O (0.705, 2.519, 0.798)  -0.0573
H (2.735, 1.214, -2.199)  0.0482
H (1.254, 1.756, -2.491)  0.0743
H (2.733, 3.569, -2.557)  0.1388
H (3.470, 3.054, -1.050)  0.0484
H (0.572, 4.021, -1.238)  0.1411
H (1.954, 5.065, -0.862)  0.1466
O (-2.846, -3.105, 3.708)  -0.0419
C (-2.429, -1.796, 4.029)  -0.1911
C (-1.238, -1.471, 3.161)  -0.1579
C (-0.300, -0.560, 3.551)  0.0908
C (0.876, -0.428, 2.633)  -0.2241
N (0.451, -0.530, 1.275)  -0.0854
C (-0.267, -1.585, 0.939)  -0.1795
C (-1.103, -2.145, 1.907)  0.1275
C (0.054, -2.003, -0.441)  -0.1483
C (-0.413, -3.143, -1.053)  0.0919
C (0.131, -3.536, -2.273)  -0.1311
C (-0.351, -4.775, -2.969)  -0.1922
O (-1.386, -5.341, -2.205)  -0.0377
C (1.141, -2.756, -2.823)  0.0355
C (1.546, -1.606, -2.179)  -0.0745
N (1.023, -1.227, -1.012)  -0.0453
H (-3.621, -3.336, 4.231)  0.1111
H (-2.151, -1.704, 5.083)  0.1338
H (-3.216, -1.063, 3.820)  0.1415
H (-0.322, -0.090, 4.525)  0.1367
H (1.416, -1.383, 2.831)  0.2010
H (-1.725, -3.004, 1.699)  0.1334
H (-1.182, -3.742, -0.588)  0.1346
H (0.498, -5.459, -3.082)  0.1458
H (-0.688, -4.496, -3.974)  0.1451
H (-1.692, -6.153, -2.622)  0.1130
H (1.605, -3.021, -3.764)  0.1405
H (2.300, -0.964, -2.609)  0.1175
I (5.075, 0.856, -0.255)  1.0866
C (3.934, 1.112, 1.467)  -0.7398
C (4.520, 1.685, 2.587)  -0.0933
C (3.802, 1.713, 3.764)  0.0052
C (2.561, 1.087, 3.825)  0.0257
C (2.041, 0.538, 2.677)  -0.2100
N (2.693, 0.619, 1.474)  -0.0647
H (5.517, 2.096, 2.530)  0.1135
H (4.224, 2.174, 4.647)  0.1360
H (2.027, 1.007, 4.762)  0.1325
H (0.465, 2.396, 1.731)  0.1327
O (-0.179, 0.624, -3.236)  0.0678
C (-0.983, 0.778, -2.335)  -0.4014
N (-0.634, 0.867, -0.993)  -0.0347
C (-1.771, 1.098, -0.206)  -0.3970
O (-1.761, 1.224, 0.999)  0.0887
C (-2.933, 1.151, -1.135)  -0.0924
C (-4.270, 1.366, -0.884)  0.0202
C (-5.129, 1.365, -1.982)  -0.0342
C (-4.651, 1.160, -3.273)  -0.0342
C (-3.295, 0.950, -3.516)  0.0215
C (-2.457, 0.948, -2.423)  -0.0933
H (-4.635, 1.534, 0.120)  0.1276
H (-6.187, 1.530, -1.831)  0.1179
H (-5.347, 1.169, -4.101)  0.1181
H (-2.916, 0.798, -4.518)  0.1288

The calculation puts the calculated total energy at -2209.3937 hartree. The calculation puts the HOMO energy (alpha / beta) at -13.91 / -14.12 eV. For the LUMO energy (alpha / beta), the calculation gives -6.13 / -7.47 eV. Its charge is +2. Its multiplicity is 2.

3.
Here is a structure of composition C43H36BClN2O6PSn from the OMol25 dataset. Energies are from ωB97M-V/def2-TZVPD.

Each line ends with the Löwdin charge.
CARTESIAN COORDINATES (ANGSTROEM)
Sn (-0.646, 0.726, -1.064)  1.5500
O (-2.144, -0.635, 0.844)  0.0089
C (-2.304, -1.871, 1.379)  -0.2012
C (-3.559, -2.226, 1.862)  0.0072
C (-3.776, -3.464, 2.435)  -0.0880
C (-2.732, -4.370, 2.527)  -0.1077
C (-1.484, -4.027, 2.048)  -0.0462
C (-1.235, -2.781, 1.467)  -0.1163
C (0.117, -2.450, 1.079)  -0.0609
N (0.422, -1.580, 0.191)  0.0516
N (1.644, -1.128, 0.073)  -0.0808
C (1.589, -1.125, -2.406)  -0.4697
O (0.734, -0.053, -2.558)  -0.3797
C (2.507, -1.236, -3.619)  -0.1299
C (3.539, -2.165, -3.672)  -0.0425
C (4.360, -2.238, -4.783)  -0.0845
C (4.147, -1.397, -5.862)  -0.0993
C (3.092, -0.502, -5.832)  -0.0840
C (2.273, -0.426, -4.721)  -0.0318
H (-4.354, -1.497, 1.798)  0.1264
H (-4.753, -3.718, 2.818)  0.0967
H (-2.887, -5.337, 2.982)  0.0920
H (-0.659, -4.722, 2.127)  0.1067
H (0.913, -2.971, 1.622)  0.1361
H (3.695, -2.843, -2.846)  0.1047
H (5.165, -2.962, -4.807)  0.0975
H (4.794, -1.443, -6.726)  0.0927
H (2.906, 0.154, -6.672)  0.1012
H (1.449, 0.269, -4.682)  0.1196
C (4.764, 2.740, 0.734)  -0.0668
C (5.451, 1.666, -0.046)  -0.2785
C (6.832, 1.527, -0.018)  -0.0575
C (7.468, 0.517, -0.722)  -0.0983
C (6.717, -0.368, -1.474)  -0.0877
C (5.341, -0.233, -1.520)  -0.0958
C (4.694, 0.773, -0.813)  -0.3140
P (2.866, 0.961, -0.776)  1.2127
C (2.351, -0.812, -1.122)  -0.3610
C (2.940, -1.753, -0.097)  -0.1828
C (3.081, -3.192, -0.252)  -0.0601
C (2.297, -3.989, -0.995)  -0.1037
C (1.196, -3.626, -1.846)  -0.0728
C (0.826, -2.450, -2.381)  -0.1860
C (-0.434, -2.401, -3.192)  -0.0310
C (2.618, 1.933, -2.300)  -0.3139
C (3.512, 1.911, -3.360)  -0.0986
C (3.285, 2.671, -4.493)  -0.1171
C (2.148, 3.462, -4.568)  -0.1021
C (1.268, 3.505, -3.509)  -0.0656
C (1.480, 2.768, -2.340)  -0.3622
C (0.514, 2.829, -1.245)  -0.2708
H (5.480, 3.336, 1.296)  0.0738
H (4.044, 2.301, 1.425)  0.0647
H (4.204, 3.387, 0.058)  0.0801
H (7.425, 2.225, 0.557)  0.1017
H (8.544, 0.416, -0.687)  0.0938
H (7.200, -1.156, -2.036)  0.0974
H (4.757, -0.924, -2.106)  0.0785
H (3.695, -1.293, 0.542)  0.1370
H (3.875, -3.638, 0.336)  0.1021
H (2.484, -5.055, -0.930)  0.0980
H (0.546, -4.469, -2.068)  0.1061
H (-0.763, -3.401, -3.471)  0.0796
H (-0.276, -1.795, -4.084)  0.0845
H (-1.221, -1.913, -2.603)  0.0687
H (4.388, 1.279, -3.314)  0.1013
H (3.979, 2.637, -5.321)  0.0940
H (1.959, 4.057, -5.453)  0.0936
H (0.378, 4.118, -3.578)  0.1016
H (-0.159, 3.691, -1.342)  0.0467
H (1.004, 2.857, -0.263)  0.0186
Cl (0.778, 3.571, 3.996)  0.6056
C (-0.322, 2.539, 3.095)  -0.4831
C (0.429, 1.445, 2.343)  -0.5631
O (1.628, 1.362, 2.330)  0.0588
O (-0.340, 0.609, 1.684)  0.0917
H (-0.851, 3.150, 2.363)  0.0952
H (-1.038, 2.099, 3.789)  0.0859
O (-2.424, 0.424, 3.031)  0.1495
B (-1.824, 0.502, 1.683)  -1.0859
O (-2.427, 1.690, 1.020)  0.0512
C (-3.474, 2.032, 1.809)  -0.2134
C (-4.468, 2.948, 1.556)  -0.0052
C (-5.451, 3.121, 2.527)  -0.1172
C (-5.424, 2.407, 3.710)  -0.1194
C (-4.429, 1.467, 3.964)  -0.0079
C (-3.465, 1.285, 3.000)  -0.2255
H (-4.488, 3.500, 0.629)  0.1127
H (-6.252, 3.821, 2.333)  0.0905
H (-6.191, 2.558, 4.455)  0.0900
H (-4.422, 0.880, 4.869)  0.1125

The calculation puts the calculated total energy at -3261.9904 hartree. The calculation puts the HOMO energy at -4.32 eV. For the LUMO energy, the calculation gives 2.47 eV. Its charge is -1.

4.
Here is a structure of composition C6H5AlFINO3PS from the OMol25 dataset. Energies are from ωB97M-V/def2-TZVPD.

Each line ends with the Löwdin charge.
CARTESIAN COORDINATES (ANGSTROEM)
O (-2.935, 2.166, -2.059)  -0.2915
S (-1.789, 1.087, -2.175)  0.8402
O (-1.183, 1.285, -3.617)  -0.3282
F (-2.541, -0.441, -1.975)  -0.2084
C (-0.479, 1.502, -0.902)  -0.2791
C (-0.142, 0.183, 0.076)  -0.2565
C (-0.499, 0.417, 1.645)  0.0913
C (-0.127, -0.859, 2.662)  -0.1886
C (0.548, -2.115, 1.808)  -0.2075
C (0.786, -2.163, 0.199)  0.0190
N (0.429, -0.986, -0.646)  0.0635
P (1.235, 1.868, -1.746)  0.7303
O (2.551, 1.265, -0.738)  -0.3443
I (1.621, 4.298, -1.877)  0.7690
H (-0.989, 1.409, 2.075)  0.1525
H (-0.287, -0.843, 3.820)  0.1245
H (0.883, -3.072, 2.429)  0.1223
H (1.282, -3.129, -0.293)  0.1665
H (3.197, 0.733, -1.324)  0.1241
Al (-1.561, -2.605, 2.638)  0.9009

The calculation puts the calculated total energy at -1890.5260 hartree. The calculation puts the HOMO energy at -15.93 eV. For the LUMO energy, the calculation gives -11.52 eV. Its charge is +2.

5.
Here is the ion C6H17NOP with charge +1 from the OMol25 dataset. Energies are from ωB97M-V/def2-TZVPD.

Each line ends with the Löwdin charge.
CARTESIAN COORDINATES (ANGSTROEM)
C (-2.209, -1.595, -0.295)  -0.0320
N (-0.934, -0.988, -0.751)  -0.0276
C (-0.580, 0.251, 0.052)  -0.4323
C (-0.961, 0.080, 1.537)  -0.0515
C (-1.700, 1.622, -0.625)  0.0448
P (1.183, 0.656, -0.831)  1.0168
C (2.024, 2.006, 0.172)  -0.2288
O (1.584, -0.770, -0.080)  -0.5136
C (2.897, -1.289, -0.242)  -0.1607
H (-3.052, -0.934, -0.345)  0.0973
H (-2.422, -2.487, -0.955)  0.1286
H (-2.328, -1.998, 0.681)  0.0848
H (-0.175, -1.623, -0.501)  0.1454
H (-1.046, -0.646, -1.740)  0.1757
H (-0.982, 1.069, 1.891)  0.0700
H (-0.192, -0.394, 2.062)  0.0668
H (-1.970, -0.304, 1.734)  0.0891
H (-0.949, 2.322, -0.396)  0.0134
H (-1.750, 1.319, -1.566)  -0.0144
H (-2.710, 1.702, -0.111)  0.1013
H (1.323, 2.888, 0.216)  0.0631
H (2.984, 2.277, -0.239)  0.0378
H (2.193, 1.645, 1.142)  0.0192
H (3.834, -0.954, 0.365)  0.1246
H (3.200, -1.483, -1.274)  0.0766
H (2.740, -2.373, 0.098)  0.1058

The calculation puts the calculated total energy at -709.8058 hartree. The calculation puts the HOMO energy at -12.90 eV. For the LUMO energy, the calculation gives -2.72 eV. The SMILES is C[NH2+]C(C)(C)P(C)OC. Its charge is +1.